{"formula": "C21H22ClIrN3O4", "method": "the ωB97M-V functional and the def2-TZVPD basis", "total_charge": 2, "energy_ha": -1842.27597, "multiplicity": 6, "e_above_lowest_kj_mol": 194.1, "s_squared": 8.818, "homo_lumo_gap_ev": [5.76, 2.88], "lumo_ev": [-6.3, -10.7], "elements": ["Ir", "O", "C", "O", "C", "C", "N", "N", "C", "C", "O", "O", "H", "H", "H", "C", "N", "C", "C", "C", "C", "C", "C", "C", "C", "H", "H", "H", "H", "H", "H", "H", "H", "H", "H", "H", "H", "H", "Cl", "C", "C", "C", "C", "C", "C", "C", "H", "H", "H", "H", "H", "H"], "positions_angstrom": [[-1.35136, 2.00447, 0.90436], [-3.01035, -1.69041, 4.94057], [-4.00081, -1.71125, 4.00844], [-4.95193, -2.49129, 4.03870], [-3.87344, -0.70261, 2.90841], [-4.71203, -0.43057, 1.88971], [-4.23033, 0.67794, 1.23143], [-2.91020, 0.97553, 1.67037], [-2.69573, 0.11433, 2.73991], [-1.26136, 0.26651, 3.21794], [-0.87794, -0.23487, 4.32882], [-0.51700, 0.98511, 2.41445], [-2.18582, -1.16654, 4.81749], [-5.54344, -1.03740, 1.60341], [-4.72822, 1.16682, 0.54993], [1.08403, 0.73943, -2.57182], [2.15953, 1.76190, -2.17366], [2.38820, 2.77391, -3.22160], [2.00243, 2.43074, -0.76340], [0.73643, 3.26758, -0.73746], [0.64634, 4.64421, -0.80188], [-0.64046, 5.24687, -0.55484], [-1.82874, 4.58362, -0.36394], [-1.81372, 3.16527, -0.59412], [-0.47855, 2.68809, -0.55994], [1.50026, 0.22172, -3.45986], [0.21743, 1.29345, -2.83671], [0.85560, 0.14877, -1.71001], [2.97852, 1.17048, -2.12847], [3.42088, 3.18022, -3.18129], [1.70856, 3.66794, -3.05072], [2.24064, 2.31742, -4.21418], [2.86347, 3.05370, -0.58778], [1.91106, 1.67477, -0.03397], [1.57806, 5.27996, -0.90282], [-0.63021, 6.33210, -0.51696], [-2.76547, 5.15002, -0.33131], [-2.55410, 2.66474, -1.21790], [-0.13377, -3.47307, -1.76158], [1.30783, -4.11033, -1.14541], [2.48850, -3.69563, -1.72834], [3.71441, -4.03140, -1.19582], [3.76988, -4.72567, 0.02735], [2.63645, -5.14867, 0.65750], [1.32790, -4.92916, 0.03954], [0.18442, -5.35802, 0.66320], [2.47703, -3.15410, -2.67339], [4.63697, -3.70058, -1.65741], [4.72371, -5.01004, 0.57759], [2.71215, -5.73175, 1.61893], [0.19484, -6.20610, 1.35249], [-0.77053, -4.90815, 0.47602]], "forces_ev_per_a": [[0.95, -2.49, 4.88], [-1.83, -0.96, -0.51], [-0.59, -1.37, 0.54], [2.14, 1.72, 0.07], [3.19, -0.22, 1.63], [0.43, 1.74, -0.56], [2.43, -2.39, 2.14], [-4.15, -2.40, 1.36], [-1.06, 1.63, -2.62], [0.87, -1.20, 3.48], [-1.12, 1.45, -3.83], [-0.31, -1.09, 1.38], [-0.09, 0.44, -0.50], [-0.76, 0.38, -0.11], [-0.29, 1.09, -1.34], [1.23, 1.17, -0.42], [-0.25, -0.51, 0.85], [0.00, 1.68, -0.69], [-1.33, 1.10, -1.41], [0.88, 0.78, -0.07], [0.60, 1.16, 0.22], [0.79, 0.94, 0.24], [0.15, 0.97, -1.41], [-1.07, 1.57, -2.20], [0.62, -1.89, -3.15], [-0.39, 0.03, 0.72], [-0.78, 0.38, -0.30], [0.05, -0.61, 0.31], [0.54, 0.17, 0.23], [-0.55, -0.49, 0.20], [0.55, -1.38, -0.35], [-0.08, 0.31, 0.47], [0.51, -0.01, -0.15], [0.14, -1.12, 0.68], [-1.35, -0.62, -0.03], [-0.15, -0.10, 0.07], [0.37, -0.20, 0.25], [-0.29, 0.57, -0.14], [0.27, -0.40, 0.20], [-1.32, 0.09, 0.94], [2.53, 0.21, -1.19], [0.25, 0.55, -0.03], [2.74, -0.01, 0.18], [-3.85, -1.42, 0.59], [1.91, -0.08, 1.13], [-0.75, -0.96, 0.78], [-0.18, -0.05, 0.24], [-0.16, -0.10, -0.09], [-0.98, 0.66, -1.24], [-0.29, 0.81, -1.15], [0.15, 0.53, -0.02], [-0.29, -0.02, -0.28]], "lowdin_charge": [1.506, 0.117, -0.429, 0.111, -0.058, 0.036, 0.079, -0.119, -0.060, -0.467, 0.056, -0.222, 0.058, 0.152, 0.139, 0.032, -0.161, -0.003, -0.017, -0.301, -0.020, -0.064, -0.071, -0.421, -0.408, 0.117, 0.087, 0.083, 0.162, 0.122, 0.124, 0.112, 0.136, 0.113, 0.145, 0.114, 0.125, 0.093, 0.893, -0.568, -0.058, -0.016, 0.033, 0.066, -0.259, 0.141, 0.129, 0.129, 0.173, 0.167, 0.107, 0.064]}